# 1
C24H38As3NO6RuSeSi2 as an isolated structure, computed with ωB97M-V/def2-TZVPD.

ORCA input file:
```
! wB97M-V def2-TZVPD RIJCOSX def2/J DEFGRID3
* xyz 0 1
Ru -0.041 -0.415 0.185
C -3.482 -3.071 0.748
As -2.284 -1.562 1.050
C -3.520 -0.280 1.821
C -1.504 -2.372 2.652
C -2.278 -2.573 3.790
C -1.731 -3.160 4.923
C -0.405 -3.571 4.912
C 0.366 -3.379 3.776
C -0.182 -2.780 2.648
As 0.897 -2.378 1.095
C 2.729 -2.546 1.654
C 0.680 -4.039 0.114
H -3.938 -3.324 1.702
H -2.919 -3.923 0.371
H -4.249 -2.806 0.024
H -4.454 -0.766 2.092
H -3.714 0.502 1.091
H -3.058 0.174 2.694
H -3.315 -2.255 3.807
H -2.335 -3.283 5.812
H 0.034 -4.024 5.792
H 1.407 -3.675 3.783
H 2.926 -3.571 1.963
H 2.916 -1.846 2.465
H 3.356 -2.282 0.805
H 0.991 -4.881 0.731
H 1.287 -4.001 -0.789
H -0.364 -4.154 -0.165
O 3.628 1.976 -0.768
Se 2.450 0.940 -0.442
O 2.373 0.366 1.068
O 0.966 1.439 -0.914
O 2.799 -0.499 -1.391
C -0.694 -4.544 -2.970
Si -1.488 -2.840 -3.065
C -1.373 -2.335 -4.867
C -3.300 -2.959 -2.564
As -0.349 -1.044 -1.998
Si 3.544 -0.451 -2.916
C 2.693 0.756 -4.045
C 3.262 -2.221 -3.463
C 5.349 -0.046 -2.779
H -0.983 -5.121 -3.855
H -1.005 -5.101 -2.085
H 0.396 -4.470 -2.962
H -2.065 -2.907 -5.492
H -0.356 -2.506 -5.233
H -1.591 -1.272 -4.985
H -3.945 -3.004 -3.446
H -3.595 -2.086 -1.979
H -3.486 -3.850 -1.963
H 1.749 0.354 -4.416
H 3.329 1.004 -4.898
H 2.472 1.681 -3.505
H 2.270 -2.322 -3.916
H 3.325 -2.905 -2.613
H 4.002 -2.531 -4.206
H 5.477 0.934 -2.315
H 5.797 -0.027 -3.777
H 5.888 -0.782 -2.177
O 1.281 -0.306 3.904
C 0.586 0.516 3.360
N -0.194 0.308 2.224
C -0.720 1.480 1.814
O -1.364 1.537 0.756
C -0.403 2.555 2.802
C -0.750 3.886 2.878
C -0.278 4.609 3.972
C 0.511 4.005 4.946
C 0.854 2.656 4.857
C 0.385 1.953 3.771
H -1.360 4.355 2.117
H -0.530 5.658 4.067
H 0.861 4.594 5.785
H 1.469 2.176 5.608
*
```

Summary:
- HOMO (spin up / spin down) (hartree) = -0.274 / -0.274
- energy above the lowest of the compared OMol25 structures with the same formula, charge and spin (kJ/mol) = 227.37
- HOMO-LUMO gap (spin up / spin down) (eV) = 6.0 / 6.0
- E_tot (Eh) = -11226.13781

# 2
An isolated molecule of C3H3N3O, computed with ωB97M-V/def2-TZVPD.

ORCA input file:
```
! wB97M-V def2-TZVPD RIJCOSX def2/J DEFGRID3
* xyz 0 1
C 0.685 0.259 0.008
C -0.348 1.274 -0.040
C -0.144 -1.035 -0.004
H -0.294 2.420 -0.294
H -2.192 -1.290 0.230
H 0.054 -2.054 0.224
N 2.071 0.564 0.154
N -1.534 0.725 0.018
N -1.318 -0.625 -0.151
O 3.020 -0.239 -0.145
*
```

Summary:
- HOMO (hartree) = -0.328
- SMILES string = O=Nc1cn[nH]c1
- energy above the lowest of the compared OMol25 structures with the same formula, charge and spin (kJ/mol) = 477.01
- HOMO-LUMO gap (eV) = 8.3
- E_tot (Eh) = -355.45820

# 3
A 9-piece molecular cluster, C15H40F2N11O15S3 overall, computed with ωB97M-V/def2-TZVPD.

ORCA input file:
```
! wB97M-V def2-TZVPD RIJCOSX def2/J DEFGRID3
* xyz -1 1
N 0.899 1.271 0.251
S 0.207 0.091 -0.193
O -1.032 -0.320 0.491
O 1.039 -1.015 -0.671
F -0.380 0.702 -1.569
S 0.967 0.756 1.879
O 1.427 -0.565 2.171
O 0.006 1.416 2.781
F 2.192 1.667 2.191
C -2.087 -0.333 4.719
O -1.889 0.784 5.008
N -1.622 -1.332 5.409
N -2.734 -0.824 3.708
H -2.069 -2.232 5.312
H -1.000 -1.098 6.170
H -3.132 -0.114 3.110
H -2.853 -1.826 3.725
C 0.078 4.979 4.059
O -0.702 4.945 3.134
N 0.816 3.936 4.515
N 0.378 6.095 4.633
H 0.592 3.044 4.097
H 1.264 3.947 5.420
H 1.128 6.095 5.310
H -0.274 6.851 4.482
C -1.032 4.182 -0.478
O -1.864 5.093 -0.400
N -0.802 3.656 -1.635
N -0.392 3.740 0.521
H -1.098 3.895 -2.570
H -0.371 2.773 -1.401
H 0.228 2.954 0.392
H -0.432 4.165 1.436
C -4.555 1.296 1.380
O -5.761 1.404 1.602
N -3.600 1.609 2.185
N -4.012 0.547 0.423
H -2.704 2.005 1.940
H -4.042 1.973 3.017
H -3.011 0.413 0.425
H -4.604 0.247 -0.339
C 3.180 2.948 -1.573
O 4.029 3.458 -2.280
N 3.292 2.937 -0.330
N 2.077 2.416 -1.902
H 4.251 2.924 -0.015
H 2.516 2.476 0.123
H 1.515 2.142 -1.110
H 1.793 2.289 -2.863
C 1.226 -3.442 1.449
C 0.673 -3.544 2.919
O 1.258 -4.734 3.385
S 1.055 -5.901 2.217
O -0.367 -6.251 2.162
O 2.097 -6.905 2.299
O 1.381 -4.816 0.985
H 2.252 -3.074 1.441
H 0.570 -2.834 0.826
H -0.411 -3.654 2.933
H 0.919 -2.683 3.541
C 1.703 -0.401 -4.002
C 3.115 -0.336 -4.715
C 2.986 -0.315 -6.170
O 1.575 -0.267 -6.294
C 0.913 0.271 -5.129
H 1.494 0.160 -3.091
H 1.448 -1.439 -3.787
H 3.809 -1.145 -4.488
H 3.536 0.580 -4.303
H 3.428 -1.142 -6.727
H 3.383 0.601 -6.607
H -0.155 0.135 -4.954
H 1.091 1.342 -5.235
C -1.298 -4.769 -2.603
C -1.136 -3.569 -1.689
C -1.443 -2.425 -2.584
O -0.839 -2.812 -3.844
C -0.656 -4.253 -3.919
H -2.331 -5.046 -2.813
H -0.894 -5.702 -2.211
H -0.108 -3.497 -1.334
H -1.792 -3.581 -0.818
H -1.062 -1.477 -2.205
H -2.529 -2.329 -2.619
H 0.390 -4.555 -3.872
H -1.097 -4.650 -4.834
*
```

Summary:
- HOMO (hartree) = -0.237
- energy above the lowest of the compared OMol25 structures with the same formula, charge and spin (kJ/mol) = 0.00
- HOMO-LUMO gap (eV) = 8.4
- E_tot (Eh) = -3720.78624